Record 1
Here is a structure of composition C18H61Hf2N3O22S2 from OMol25. Energies are from ωB97M-V/def2-TZVPD.

Geometry as ORCA input:
```
! RIJCOSX wB97M-V def2-TZVPD def2/J DEFGRID3
* xyz 4 1
Hf 24.366 -6.584 13.991
Hf 21.426 -11.360 14.124
S 22.802 -8.457 15.769
O 22.427 -7.276 14.984
O 24.232 -8.423 15.374
O 22.698 -8.282 17.195
O 22.029 -9.594 15.287
S 22.870 -9.432 12.320
O 23.573 -8.217 12.770
O 22.988 -9.648 10.928
O 23.295 -10.630 13.088
O 21.469 -9.482 12.768
C 28.156 -12.556 17.467
O 28.159 -11.510 16.495
C 26.922 -10.906 16.184
C 26.622 -11.246 14.730
N 26.106 -12.623 14.520
C 26.134 -12.994 13.095
C 27.532 -13.455 12.669
O 27.974 -14.340 13.670
C 29.180 -14.999 13.362
H 27.623 -13.394 17.009
H 27.814 -12.281 18.466
H 29.193 -12.866 17.591
H 27.106 -9.825 16.221
H 26.068 -11.167 16.815
H 27.478 -11.002 14.088
H 25.889 -10.531 14.316
H 26.866 -13.198 14.893
H 25.739 -12.248 12.398
H 25.393 -13.786 12.959
H 28.184 -12.587 12.515
H 27.526 -13.988 11.715
H 29.211 -15.383 12.339
H 29.312 -15.886 13.983
H 30.068 -14.396 13.572
C 32.167 -12.108 21.737
O 31.150 -11.537 20.944
C 30.311 -10.611 21.552
C 29.259 -10.198 20.512
N 28.560 -8.958 20.869
C 28.871 -7.817 19.998
C 28.534 -7.982 18.525
O 27.272 -7.480 18.126
C 26.152 -8.195 18.704
H 31.778 -12.533 22.668
H 32.975 -11.406 21.944
H 32.571 -12.991 21.244
H 30.885 -9.725 21.866
H 29.853 -11.011 22.464
H 28.524 -11.006 20.466
H 29.781 -10.120 19.559
H 28.720 -8.736 21.845
H 29.955 -7.663 20.088
H 28.466 -6.899 20.428
H 28.720 -8.984 18.123
H 29.321 -7.401 18.038
H 26.265 -8.229 19.786
H 26.081 -9.197 18.270
H 25.218 -7.732 18.376
C 15.630 -7.805 10.280
O 16.739 -7.327 11.041
C 17.694 -8.313 11.321
C 18.942 -7.665 11.900
N 19.002 -7.673 13.378
C 17.967 -6.826 13.991
C 17.802 -7.110 15.491
O 18.986 -6.979 16.236
C 19.672 -5.746 16.155
H 14.933 -6.985 10.150
H 15.177 -8.639 10.824
H 15.997 -8.181 9.321
H 18.053 -8.753 10.381
H 17.292 -9.125 11.936
H 18.998 -6.636 11.525
H 19.854 -8.169 11.584
H 19.929 -7.334 13.617
H 17.024 -6.991 13.475
H 18.243 -5.768 13.923
H 17.313 -8.074 15.637
H 17.003 -6.420 15.790
H 19.095 -4.897 16.525
H 20.004 -5.558 15.129
H 20.570 -5.816 16.770
O 23.153 -5.859 18.096
H 22.998 -5.773 19.046
H 22.968 -6.798 17.864
O 23.699 -4.987 15.770
H 23.322 -4.090 15.793
H 23.580 -5.345 16.701
O 20.189 -11.293 16.219
H 20.317 -10.670 16.992
H 19.427 -11.853 16.461
O 23.440 -11.721 15.496
H 24.315 -12.140 15.242
H 23.605 -11.282 16.375
O 25.866 -6.578 15.981
H 26.039 -7.306 16.615
H 26.600 -5.955 16.129
O 23.783 -10.649 17.933
H 23.421 -10.903 18.794
H 23.500 -9.722 17.783
O 20.050 -8.984 17.846
H 21.006 -8.864 17.856
H 19.723 -8.326 17.198
O 26.252 -7.915 13.426
H 27.171 -7.996 13.744
H 26.172 -8.562 12.700
*
```

HOMO level: -15.832 eV

Record 2
Here is the ion C2H6N3O with charge +1 from OMol25. Energies are from ωB97M-V/def2-TZVPD.

Geometry as ORCA input:
```
! RIJCOSX wB97M-V def2-TZVPD def2/J DEFGRID3
* xyz 1 1
H 2.995 0.328 -0.349
N 2.150 -0.142 -0.176
C 0.963 -0.180 -0.086
C -0.010 -1.310 0.282
O -1.255 -0.963 -0.203
N -1.279 0.674 -0.082
N 0.016 1.041 0.122
H 0.444 -2.274 -0.213
H 0.242 -1.419 1.388
H -2.105 0.850 0.469
H -1.531 0.927 -1.012
H 0.218 1.326 1.076
*
```

HOMO level: -14.730 eV
SMILES: [H]/N=C1/CO[NH2+]N1
Energy relative to the best compared isomer or geometry (same formula, charge and spin): 577.6 kJ/mol

Record 3
Here is the molecule CH4ClN3 from OMol25. Energies are from ωB97M-V/def2-TZVPD.

Geometry as ORCA input:
```
! RIJCOSX wB97M-V def2-TZVPD def2/J DEFGRID3
* xyz 0 1
C 0.776 -0.577 -0.555
N 0.467 -0.744 0.818
N -0.170 1.657 0.106
N -0.107 0.414 0.000
Cl -2.054 -0.355 -0.088
H 1.883 -0.163 -0.772
H 0.235 -1.067 -1.266
H -0.370 -1.308 0.950
H -0.660 2.142 0.808
*
```

HOMO level: -9.367 eV
Energy relative to the best compared isomer or geometry (same formula, charge and spin): 459.8 kJ/mol

Record 4
Here is the molecule C5H14BrINP from OMol25. Energies are from ωB97M-V/def2-TZVPD.

Geometry as ORCA input:
```
! RIJCOSX wB97M-V def2-TZVPD def2/J DEFGRID3
* xyz 0 1
C -1.952 1.984 2.194
C -1.307 2.045 0.688
C -0.035 0.986 0.468
Br 1.226 1.942 -0.800
P -0.623 -0.716 -0.180
I -1.525 -2.927 -0.815
C 1.067 -1.558 0.103
C 2.061 -1.583 -1.200
N 1.469 -1.013 -2.471
H -3.049 2.440 2.105
H -1.375 2.683 2.969
H -2.084 0.891 2.605
H -2.129 1.839 -0.143
H -0.948 3.171 0.526
H 0.454 0.820 1.531
H -1.556 -0.745 0.956
H -0.964 -0.190 -1.478
H 1.640 -1.115 1.040
H 0.832 -2.698 0.364
H 2.326 -2.720 -1.430
H 3.101 -1.057 -0.985
H 2.314 -0.682 -3.027
H 1.058 -1.799 -3.023
*
```

HOMO level: -8.748 eV
SMILES: CC[C@H](Br)[PH2](I)CCN

Record 5
Here is a cluster of 2 separate species, C2F2O4S in total from OMol25. Energies are from ωB97M-V/def2-TZVPD.

Geometry as ORCA input:
```
! RIJCOSX wB97M-V def2-TZVPD def2/J DEFGRID3
* xyz 0 1
O 1.144 1.139 1.315
S 1.538 0.308 0.223
O 2.042 0.915 -0.964
C 0.233 -0.967 -0.112
F 0.718 -1.920 -0.892
F -0.100 -1.536 1.037
O -2.587 -0.123 0.146
C -1.852 0.681 -0.202
O -1.135 1.503 -0.551
*
```

HOMO level (spin up / spin down): -10.578 / -10.496 eV
SMILES: O=S(=O)=C(F)F.O=C=O
Energy relative to the best compared isomer or geometry (same formula, charge and spin): 56.5 kJ/mol

Record 6
Here is the molecule C5H9N from OMol25. Energies are from ωB97M-V/def2-TZVPD.

Geometry as ORCA input:
```
! RIJCOSX wB97M-V def2-TZVPD def2/J DEFGRID3
* xyz 0 1
C -2.840 0.165 0.068
C -1.626 -0.194 -0.323
C -0.426 0.075 0.436
C 0.831 -0.127 0.019
C 2.043 0.119 0.859
N 1.119 -0.521 -1.290
H -3.723 0.026 -0.539
H -3.007 0.560 1.063
H -1.511 -0.645 -1.304
H -0.524 0.490 1.433
H 2.809 -0.632 0.680
H 1.808 0.286 1.895
H 2.475 1.071 0.519
H 2.092 -0.515 -1.539
H 0.479 -0.159 -1.976
*
```

HOMO level: -7.560 eV
SMILES: C=C/C=C(/C)N
Energy relative to the best compared isomer or geometry (same formula, charge and spin): 84.4 kJ/mol

Record 7
Here is the ion C3H10N3O2 with charge +1 from OMol25. Energies are from ωB97M-V/def2-TZVPD.

Geometry as ORCA input:
```
! RIJCOSX wB97M-V def2-TZVPD def2/J DEFGRID3
* xyz 1 1
C 0.346 0.157 -1.873
N 0.196 0.849 -0.570
C -0.978 0.490 0.240
C -0.492 -0.695 1.082
N -0.469 -1.915 0.269
O 0.770 -0.202 1.525
N 1.011 1.599 0.019
O 2.101 1.902 -0.340
H 1.429 0.241 -2.005
H 0.060 -0.839 -1.693
H 0.024 0.739 -2.638
H -1.179 1.444 0.771
H -1.747 0.331 -0.481
H -1.347 -0.793 1.807
H -1.297 -2.042 -0.281
H -0.219 -2.768 0.719
H 1.057 -0.331 2.446
H 0.732 1.832 1.003
*
```

HOMO level: -13.925 eV
SMILES: CN(C[C@@H](N)O)[NH+]=O
Energy relative to the best compared isomer or geometry (same formula, charge and spin): 624.6 kJ/mol

Record 8
Here is a cluster of 2 separate species, C4H5ClN2 in total from OMol25. Energies are from ωB97M-V/def2-TZVPD.

Geometry as ORCA input:
```
! RIJCOSX wB97M-V def2-TZVPD def2/J DEFGRID3
* xyz 0 1
C -1.483 0.461 0.802
C 0.896 -0.532 0.806
C 1.029 0.880 0.218
C -0.252 0.210 0.369
N -2.571 0.686 1.073
N -0.913 -0.568 -1.675
Cl 1.813 1.089 -1.269
H 1.324 -1.384 0.047
H 1.242 -0.752 1.803
H 1.368 1.744 0.819
H -0.637 -1.506 -1.397
H -1.816 -0.329 -1.596
*
```

HOMO level: -9.776 eV
Energy relative to the best compared isomer or geometry (same formula, charge and spin): 552.3 kJ/mol

Record 9
Here is a cluster of 2 separate species, CH5NO in total from OMol25. Energies are from ωB97M-V/def2-TZVPD.

Geometry as ORCA input:
```
! RIJCOSX wB97M-V def2-TZVPD def2/J DEFGRID3
* xyz 1 2
N -1.123 1.975 0.236
H -1.566 2.850 -0.022
H -0.982 1.512 -0.767
H -0.228 2.283 0.495
O 2.174 -2.017 -0.197
C 0.958 -2.139 0.053
H 0.473 -2.517 1.035
H 0.294 -1.946 -0.833
*
```

HOMO level (spin up / spin down): -13.602 / -13.602 eV
Energy relative to the best compared isomer or geometry (same formula, charge and spin): 229.0 kJ/mol

Record 10
Here is a structure of composition C31H36NiO5P2 from OMol25. Energies are from ωB97M-V/def2-TZVPD.

Geometry as ORCA input:
```
! RIJCOSX wB97M-V def2-TZVPD def2/J DEFGRID3
* xyz 2 3
Ni 0.267 0.212 0.113
C -0.675 -0.835 2.829
O -1.019 0.001 1.709
C -2.412 -0.065 1.341
C -2.484 -0.305 -0.160
O -1.517 0.547 -0.814
C -1.868 1.948 -0.796
C -0.645 2.713 -1.228
O 0.448 2.253 -0.421
C 1.643 3.020 -0.666
H -0.847 -1.880 2.572
H -1.273 -0.541 3.691
H 0.377 -0.665 3.044
H -2.885 0.869 1.643
H -2.903 -0.879 1.874
H -3.481 -0.112 -0.557
H -2.178 -1.318 -0.412
H -2.148 2.243 0.216
H -2.708 2.115 -1.470
H -0.803 3.782 -1.068
H -0.408 2.543 -2.282
H 1.498 4.032 -0.287
H 1.844 3.047 -1.739
H 2.459 2.527 -0.152
O 2.228 0.236 0.172
P 3.227 -0.503 1.064
C 2.867 -2.294 0.966
P 1.556 -2.657 -0.241
O 0.349 -1.775 0.063
C 1.158 -4.378 -0.053
C 0.731 -4.825 1.203
C 0.392 -6.151 1.388
C 0.477 -7.041 0.322
C 0.894 -6.603 -0.925
C 1.235 -5.272 -1.117
C 2.244 -2.361 -1.860
C 3.446 -2.960 -2.241
C 3.979 -2.702 -3.492
C 3.318 -1.848 -4.366
C 2.117 -1.258 -3.995
C 1.578 -1.517 -2.744
C 3.045 -0.033 2.773
C 3.588 -0.813 3.797
C 3.433 -0.424 5.116
C 2.734 0.738 5.420
C 2.193 1.516 4.405
C 2.352 1.135 3.081
C 4.874 -0.195 0.477
C 5.045 -0.045 -0.902
C 6.311 0.184 -1.412
C 7.401 0.266 -0.555
C 7.230 0.127 0.815
C 5.967 -0.100 1.337
H 2.521 -2.646 1.941
H 3.761 -2.863 0.705
H 0.653 -4.135 2.036
H 0.061 -6.496 2.357
H 0.216 -8.080 0.468
H 0.952 -7.297 -1.752
H 1.550 -4.937 -2.097
H 3.969 -3.633 -1.571
H 4.909 -3.169 -3.788
H 3.734 -1.651 -5.344
H 1.596 -0.609 -4.685
H 0.628 -1.075 -2.464
H 4.128 -1.727 3.574
H 3.856 -1.025 5.909
H 2.615 1.040 6.452
H 1.657 2.424 4.645
H 1.947 1.757 2.291
H 4.193 -0.097 -1.569
H 6.449 0.306 -2.478
H 8.389 0.449 -0.956
H 8.080 0.205 1.480
H 5.840 -0.186 2.408
*
```

HOMO level (spin up / spin down): -14.414 / -14.418 eV

Record 11
Here is a cluster of 2 separate species, C2H9N2O in total from OMol25. Energies are from ωB97M-V/def2-TZVPD.

Geometry as ORCA input:
```
! RIJCOSX wB97M-V def2-TZVPD def2/J DEFGRID3
* xyz 1 1
C -1.138 -1.661 0.807
N -0.499 1.460 -1.070
C -1.016 0.298 -0.666
N -0.491 -0.491 0.214
H -1.580 -1.483 1.775
H -0.381 -2.435 0.839
H -1.890 -2.028 0.112
H -0.006 2.051 -0.412
H -0.298 1.609 -2.048
H -1.840 -0.104 -1.239
H 0.361 -0.189 0.696
H 3.008 0.031 -0.198
H 2.959 0.925 1.031
O 2.431 0.286 0.535
*
```

HOMO level: -15.337 eV
Energy relative to the best compared isomer or geometry (same formula, charge and spin): 93.9 kJ/mol

Record 12
Here is a cluster of 9 separate species, C49H111N13O9 in total from OMol25. Energies are from ωB97M-V/def2-TZVPD.

Geometry as ORCA input:
```
! RIJCOSX wB97M-V def2-TZVPD def2/J DEFGRID3
* xyz 0 1
C 9.121 -20.144 22.574
C 8.760 -19.467 21.229
C 7.433 -18.616 21.378
C 9.960 -18.470 20.790
C 11.310 -19.122 20.420
C 10.998 -20.048 19.223
C 9.830 -21.083 19.495
C 9.378 -21.594 18.084
C 10.377 -22.242 20.401
N 8.591 -20.449 20.100
O 7.683 -21.402 20.309
H 9.431 -19.353 23.256
H 8.278 -20.693 22.994
H 9.900 -20.901 22.670
H 6.621 -19.271 21.692
H 7.527 -17.784 22.076
H 7.193 -18.349 20.348
H 9.611 -17.831 19.979
H 10.191 -17.834 21.645
H 12.139 -18.485 20.114
H 11.605 -19.781 21.237
H 11.890 -20.620 18.967
H 10.804 -19.325 18.431
H 8.641 -22.380 18.250
H 10.300 -21.883 17.580
H 8.781 -20.828 17.588
H 11.003 -22.914 19.814
H 9.694 -22.879 20.963
H 11.058 -21.818 21.139
H 7.036 -21.353 19.602
C 1.510 -22.738 15.006
C 1.858 -23.893 14.101
C 1.547 -23.417 12.631
C 3.438 -24.141 14.109
C 4.017 -25.045 15.208
C 3.071 -26.234 15.376
C 1.585 -25.998 15.717
C 0.961 -27.431 15.571
C 1.409 -25.346 17.138
N 1.219 -25.167 14.514
O -0.122 -25.215 14.264
H 1.940 -21.846 14.551
H 0.424 -22.682 15.081
H 2.042 -22.793 15.955
H 0.483 -23.236 12.477
H 2.021 -22.496 12.291
H 1.859 -24.200 11.940
H 3.635 -24.699 13.193
H 3.969 -23.193 14.202
H 4.937 -25.473 14.811
H 4.213 -24.405 16.069
H 3.607 -26.907 16.045
H 3.273 -26.850 14.500
H 1.373 -28.043 16.373
H 1.096 -27.887 14.590
H -0.104 -27.364 15.796
H 2.072 -24.481 17.123
H 1.701 -25.983 17.974
H 0.385 -25.050 17.365
H -0.258 -25.317 13.319
C 1.680 -22.023 18.580
C 1.131 -20.902 19.566
C 0.381 -19.791 18.818
C 0.010 -21.463 20.543
C 0.460 -22.463 21.678
C 1.431 -21.653 22.505
C 2.684 -21.099 21.644
C 3.430 -20.053 22.602
C 3.684 -22.246 21.326
N 2.154 -20.321 20.467
O 3.094 -19.797 19.743
H 2.469 -21.629 17.939
H 2.044 -22.899 19.117
H 0.904 -22.333 17.881
H -0.044 -19.092 19.538
H 0.925 -19.223 18.064
H -0.499 -20.155 18.287
H -0.486 -20.695 21.137
H -0.797 -21.933 19.982
H -0.362 -22.894 22.249
H 0.705 -23.406 21.190
H 1.827 -22.271 23.311
H 0.858 -20.889 23.032
H 2.850 -19.138 22.726
H 4.457 -19.770 22.373
H 3.518 -20.578 23.553
H 4.336 -21.918 20.516
H 3.082 -23.137 21.144
H 4.311 -22.354 22.210
H 3.232 -18.922 20.113
C 7.356 -22.618 14.589
C 8.532 -22.024 13.752
C 9.865 -22.206 14.640
C 8.709 -22.923 12.523
C 9.511 -22.345 11.428
C 8.894 -20.862 11.131
C 8.847 -19.945 12.301
C 10.277 -19.436 12.705
C 7.969 -18.836 11.854
N 8.092 -20.642 13.360
O 8.105 -19.834 14.463
H 6.381 -22.523 14.111
H 7.453 -23.687 14.775
H 7.244 -22.146 15.565
H 9.684 -21.475 15.428
H 9.893 -23.182 15.125
H 10.791 -22.021 14.096
H 9.064 -23.930 12.741
H 7.736 -23.206 12.122
H 10.530 -22.293 11.814
H 9.657 -23.108 10.664
H 7.924 -21.082 10.687
H 9.467 -20.384 10.336
H 10.595 -18.833 11.855
H 10.934 -20.251 13.010
H 10.228 -18.824 13.606
H 8.253 -18.313 10.941
H 7.890 -18.051 12.605
H 6.941 -19.187 11.762
H 7.190 -19.907 14.744
C 2.499 -16.266 21.263
C 2.097 -15.452 20.148
C 0.698 -15.846 19.641
C 1.980 -13.880 20.551
C 3.330 -13.196 20.465
C 4.151 -13.445 19.242
C 4.350 -14.992 18.938
C 5.041 -14.956 17.600
C 5.347 -15.517 19.997
N 3.050 -15.608 18.971
O 2.886 -16.844 18.304
H 2.700 -17.310 21.022
H 3.377 -15.837 21.745
H 1.734 -16.281 22.040
H 0.734 -16.881 19.303
H -0.121 -15.732 20.350
H 0.478 -15.337 18.702
H 1.434 -13.345 19.774
H 1.457 -13.730 21.495
H 3.210 -12.113 20.486
H 3.916 -13.372 21.367
H 5.105 -12.952 19.429
H 3.717 -12.963 18.367
H 5.378 -15.931 17.248
H 5.896 -14.280 17.563
H 4.317 -14.845 16.793
H 5.235 -15.096 20.996
H 6.390 -15.433 19.692
H 5.164 -16.589 19.923
H 2.458 -16.625 17.473
N 3.673 -16.409 14.390
C 4.695 -15.697 14.168
N 5.730 -16.498 14.108
O 4.644 -14.482 14.121
H 2.829 -15.998 14.764
H 3.692 -17.403 14.209
H 5.758 -17.506 14.056
H 6.622 -16.049 13.955
N 4.265 -20.330 13.206
C 4.421 -20.580 11.990
N 5.490 -21.264 11.734
O 3.518 -20.364 11.154
H 3.372 -19.931 13.459
H 4.917 -20.684 13.891
H 6.140 -21.360 12.502
H 5.532 -21.676 10.813
N 0.503 -17.993 13.056
C 0.830 -18.742 14.085
N -0.181 -18.673 14.856
O 1.920 -19.312 14.163
H 1.142 -17.829 12.291
H -0.404 -17.555 13.123
H -1.025 -18.141 14.697
H 0.008 -19.102 15.751
N 3.849 -19.082 16.475
C 5.136 -19.270 16.432
N 5.809 -19.005 17.518
O 5.663 -19.875 15.521
H 3.282 -19.453 15.726
H 3.501 -18.815 17.385
H 6.781 -19.267 17.602
H 5.229 -18.747 18.304
*
```

HOMO level: -7.546 eV
SMILES: CC1(C)CCCC(C)(C)N1O.CC1(C)CCCC(C)(C)N1O.CC1(C)CCCC(C)(C)N1O.CC1(C)CCCC(C)(C)N1O.CC1(C)CCCC(C)(C)N1O.NC(N)=O.NC(N)=O.NC(N)=O.NC(N)=O
Energy relative to the best compared isomer or geometry (same formula, charge and spin): 582.0 kJ/mol

What are the max |F| values for these records? In order: 8.39 3.33 4.77 2.81 1.93 1.19 5.03 6.70 4.15 0.52 1.84 7.59 eV/A.
What are the DFT total energy values for these records? In order: -3432.8126 -318.8823 -664.7509 -3466.5944 -975.0101 -250.6348 -434.6622 -724.9253 -170.6486 -3769.7100 -266.1159 -3322.3335 hartree.